(1)
C34H36GeN6S2Sr as an isolated structure in a non-equilibrium geometry, computed with ωB97M-V/def2-TZVPD.

Cartesian coordinates (Å):
Sr1 -0.29183 0.40504 0.05231
Ge1 2.05171 -1.83260 0.46281
S1 1.71365 7.18008 -1.15545
S2 0.14132 -2.35790 -0.80050
N1 -2.49620 1.35272 -0.55825
N2 0.37180 2.86937 -0.55413
N3 -3.03084 3.27871 0.58161
N4 -3.42040 3.17906 -1.70162
N5 0.14456 9.32918 2.53869
N6 -1.72735 -1.69161 1.06460
C1 -3.16483 5.36561 -0.66051
C2 -2.96449 2.58222 -0.57988
C3 -0.91064 -3.96529 1.11352
C4 -2.47850 -3.21871 2.75347
C5 -2.26325 1.40575 -3.00321
C6 -0.63269 9.13192 1.47725
C7 0.85067 -0.25738 4.17302
C8 -0.96717 -2.67812 0.58935
C9 -4.00300 4.51798 -1.60256
C10 -2.44287 -1.96826 2.16671
C11 2.65741 -4.17118 2.11282
C12 2.00937 1.50744 3.01078
C13 -1.70308 -4.24053 2.21470
C14 2.14754 0.67943 1.90235
C15 1.93223 8.24107 1.37416
C16 0.57381 5.09973 0.32074
C17 4.10912 -5.43169 0.10778
C18 1.40077 8.90173 2.47627
C19 1.36990 1.03302 4.14870
C20 3.55846 -4.18133 -0.11704
C21 2.82505 -3.54026 0.88157
C22 -2.93701 2.77471 -3.02775
C23 1.10262 8.02208 0.28623
C24 1.18179 5.54231 -0.85441
C25 -3.21548 4.72142 0.71287
C26 1.39142 4.59998 -1.86762
C27 -2.76653 0.62371 -1.79722
C28 0.19896 3.77568 0.41643
C29 -0.20430 8.48798 0.32515
C30 0.98234 -1.08032 3.06670
C31 3.20588 -5.42367 2.33764
C32 1.65000 -0.63622 1.91447
C33 0.98109 3.30164 -1.67097
C34 3.93120 -6.05577 1.33600
H1 2.01752 9.09398 3.34640
H2 -1.71800 -5.22837 2.65603
H3 -0.28317 3.42979 1.32641
H4 -3.54760 6.38379 -0.60355
H5 -2.43963 5.12848 1.36504
H6 -4.04098 4.94046 -2.60428
H7 -2.29041 -0.36503 -1.74818
H8 4.36332 -7.03091 1.51492
H9 3.07612 -5.90403 3.29814
H10 -1.17651 1.52268 -2.93443
H11 3.70229 -3.70518 -1.08096
H12 -1.64516 9.51270 1.54774
H13 -3.02908 -1.14797 2.56251
H14 1.13136 2.57203 -2.45999
H15 1.86383 4.88048 -2.79958
H16 0.39382 5.77200 1.14758
H17 -3.10100 -3.39094 3.61985
H18 -3.79526 2.76790 -3.70022
H19 -0.27025 -4.70631 0.65750
H20 -4.18215 4.92373 1.17907
H21 -2.13553 5.40843 -1.02941
H22 0.55488 -2.07643 3.09557
H23 2.96266 7.91273 1.36762
H24 4.67899 -5.91786 -0.67218
H25 2.41583 2.50985 2.98708
H26 -3.83866 0.42624 -1.90210
H27 -0.86566 8.36507 -0.52236
H28 2.11241 -3.68876 2.91544
H29 -5.03018 4.44537 -1.23646
H30 -2.24277 3.53728 -3.39388
H31 -2.46834 0.87301 -3.93151
H32 -2.95124 2.72116 1.41360
H33 1.27813 1.66504 5.02213
H34 0.34919 -0.62037 5.06032
H35 2.66456 1.07401 1.03072
H36 2.77932 -0.97211 -0.58355

Forces on the atoms, in the same order (eV/Å):
-0.97 0.55 0.05
0.28 -0.90 -0.66
-0.04 -0.07 -0.01
0.07 0.47 0.28
-0.05 0.02 0.00
0.38 -0.04 0.07
0.13 0.03 0.01
0.12 0.06 0.04
0.00 -0.01 -0.01
0.68 -0.08 0.22
-0.02 -0.01 0.01
-0.01 -0.03 -0.11
-0.30 0.14 0.16
0.08 -0.07 0.03
0.00 -0.03 0.00
0.00 0.01 0.02
-0.01 0.13 0.03
0.47 -0.47 -0.26
-0.02 0.00 0.02
-0.25 0.14 -0.29
-0.09 0.15 0.11
-0.11 -0.08 -0.03
-0.09 0.07 0.08
0.00 -0.08 -0.06
0.00 -0.01 -0.01
-0.03 -0.03 0.00
0.01 -0.06 0.06
0.00 0.00 0.01
-0.02 -0.03 0.02
-0.05 0.09 -0.15
0.14 0.03 0.04
-0.05 -0.03 -0.01
0.00 0.03 0.05
0.05 0.10 -0.03
-0.05 0.00 -0.01
-0.03 -0.03 0.01
-0.04 -0.01 0.04
-0.06 0.04 -0.02
0.01 -0.02 -0.04
-0.03 -0.01 -0.20
0.06 -0.09 -0.04
-0.24 0.32 0.59
-0.10 0.03 -0.05
-0.03 0.07 0.00
0.00 0.00 0.00
0.02 -0.01 -0.02
0.03 -0.01 0.00
0.00 0.00 0.00
0.00 0.00 0.00
0.02 0.00 0.00
0.00 0.00 -0.01
0.00 0.00 0.00
0.00 0.00 0.00
0.00 0.01 0.03
0.02 -0.02 0.00
0.00 0.00 -0.01
-0.04 -0.03 0.00
0.02 -0.01 0.02
0.00 0.00 0.00
0.00 0.00 0.01
0.00 0.02 0.00
-0.01 -0.02 0.02
-0.01 -0.03 0.02
0.00 0.00 0.01
0.00 0.00 -0.01
0.03 -0.01 0.03
0.00 0.00 0.00
0.00 0.00 0.00
0.01 0.00 0.01
0.00 -0.02 0.00
0.00 0.00 0.00
0.02 0.00 0.00
-0.01 0.00 -0.02
-0.02 0.01 -0.03
0.02 0.02 -0.01
-0.07 -0.02 0.03
0.00 0.01 -0.01
0.00 -0.01 0.00
0.09 -0.12 0.00
0.07 -0.06 -0.04

Calculated values
2S+1: 1
Total energy in a.u.: -4549.4066
Charge: +2
Gap between HOMO and LUMO in eV: 8.459
F_max in eV/Å: 1.2

Löwdin population analysis, charges in e, atoms 1 to 8: 1.3216 0.8019 1.0744 0.6185 -0.1273 -0.0754 0.0852 -0.0283

(2)
C34H36N7O4PPbS2 as an isolated structure in a non-equilibrium geometry, computed with ωB97M-V/def2-TZVPD.

Cartesian coordinates (Å):
Pb1 2.22390 -0.24587 0.70225
S1 3.92840 -1.68564 2.28702
S2 1.18872 -0.85962 3.07631
P1 -0.44684 2.86082 0.55117
O1 1.08383 -4.05163 -1.48016
O2 2.11696 -2.35523 -0.46979
O3 -0.40643 1.32122 -1.70228
O4 0.43490 1.75587 1.01285
N1 2.80366 -5.47289 1.32340
N2 0.71020 -4.58716 1.68983
N3 0.93932 -6.69449 0.76625
N4 0.59595 -2.98793 6.00792
N5 4.46397 -4.50778 4.69100
N6 1.27315 -0.13480 -2.95929
N7 -0.13474 -1.08306 0.16795
C1 1.65089 3.46821 -1.07055
C2 -1.52024 -3.09725 -0.34902
C3 0.42613 5.47818 -2.51925
C4 -4.58650 1.07644 -0.35296
C5 -4.17858 2.16845 -1.10542
C6 -1.57553 5.13338 1.78806
C7 -0.13509 3.74810 3.13414
C8 2.17289 -0.98519 -3.44483
C9 -0.73599 -4.64455 1.67276
C10 2.33433 4.08386 -2.10434
C11 -0.28833 -2.21885 -0.74458
C12 1.71199 5.07796 -2.84668
C13 2.58502 -1.85698 3.37425
C14 3.64138 -3.71104 4.56580
C15 -0.25674 4.86666 -1.47801
C16 0.14871 -0.13695 -5.06013
C17 0.28110 0.27851 -3.74249
C18 -1.74628 5.99291 2.85982
C19 -0.68684 1.23332 -3.07594
C20 -1.11120 5.73156 4.06686
C21 1.09045 -1.01776 -5.56599
C22 -2.54467 1.19478 0.90057
C23 -0.75421 4.01770 1.91897
C24 -2.12065 2.27297 0.12841
C25 -2.95086 2.76720 -0.86824
C26 -1.38984 -4.50063 0.28889
C27 1.48780 -2.88769 5.28563
C28 1.08078 -2.95805 -0.91181
C29 -0.31640 4.60451 4.20984
C30 1.49495 -5.55519 1.22238
C31 2.58876 -2.77651 4.39810
C32 -3.77225 0.59750 0.66289
C33 2.12115 -1.45441 -4.74580
C34 0.34314 3.83506 -0.76603
H1 -0.01056 -6.66606 0.44221
H2 -2.08796 5.32481 0.85356
H3 3.34525 3.78138 -2.34159
H4 -0.66997 0.22477 -5.66768
H5 3.38342 -6.18010 0.90875
H6 -4.09252 -0.23786 1.27169
H7 -4.82103 2.55360 -1.88669
H8 -1.25442 5.20109 -1.23030
H9 -1.89780 0.83344 1.69110
H10 -0.60271 2.22603 -3.54192
H11 -1.23922 6.41216 4.89790
H12 -2.09921 -3.26241 -1.25972
H13 -1.10046 -3.86885 2.34755
H14 -2.64393 3.60427 -1.47990
H15 0.44446 0.84780 -1.59386
H16 -0.46653 -1.81879 -1.74695
H17 -0.05494 6.26545 -3.08425
H18 -1.02644 -5.60818 2.10052
H19 -5.54326 0.61300 -0.55195
H20 -2.12308 -2.47703 0.32164
H21 0.47928 2.86147 3.22518
H22 -0.86017 -5.12596 -0.42833
H23 -2.41411 -4.86885 0.39077
H24 0.16283 4.39274 5.15616
H25 -2.37508 6.86700 2.75283
H26 2.94335 -1.29793 -2.75052
H27 -0.47961 -1.32387 1.09091
H28 1.01611 -1.36466 -6.58762
H29 3.27429 -4.62259 1.65310
H30 2.11957 2.68165 -0.49462
H31 1.53955 -7.36180 0.31594
H32 2.22827 5.54249 -3.67592
H33 -0.63312 -0.25711 -0.14816
H34 1.14942 -3.72156 1.97556
H35 2.86317 -2.15219 -5.10362
H36 -1.71707 0.88465 -3.21159

Forces on the atoms, in the same order (eV/Å):
0.00 -0.22 -0.43
-0.01 -0.51 0.36
-0.10 -0.04 0.18
-0.46 0.85 0.22
-0.26 -0.13 -0.02
-0.24 -0.08 0.09
0.07 -0.47 -0.17
0.05 -0.27 0.08
0.88 0.60 0.12
0.56 0.08 -0.28
0.08 0.04 0.03
-0.07 -0.04 0.00
0.06 -0.08 -0.04
-0.14 0.09 0.02
-0.13 0.11 -0.15
0.04 -0.04 0.04
0.29 -0.15 -0.09
-0.06 0.07 -0.08
-0.01 0.03 0.04
-0.06 0.02 -0.05
0.03 -0.04 0.03
0.04 -0.05 -0.03
0.10 -0.04 -0.04
-0.47 0.04 -0.24
-0.03 0.05 -0.05
0.35 -0.34 0.30
0.00 0.00 0.02
0.30 0.19 -0.54
0.23 -0.09 0.02
-0.02 -0.04 0.04
0.08 0.00 0.04
0.07 -0.03 0.01
-0.04 0.03 -0.07
-0.07 0.08 -0.08
0.02 0.02 0.04
-0.05 0.05 0.05
0.00 0.12 0.11
0.11 -0.20 -0.14
0.21 0.04 0.06
0.01 0.05 0.01
0.32 0.41 -0.13
-0.24 -0.03 0.20
0.06 0.13 0.30
-0.04 0.07 0.01
-0.73 0.24 0.38
-0.13 0.01 -0.02
-0.02 -0.01 -0.03
-0.01 0.00 0.00
-0.13 -0.13 0.12
0.02 0.00 -0.05
-0.04 0.06 0.00
0.02 -0.02 0.02
-0.03 -0.01 -0.02
0.04 0.07 -0.02
0.00 -0.02 0.00
0.00 0.01 -0.02
-0.02 0.03 -0.03
-0.02 -0.07 0.03
0.00 -0.06 0.02
-0.02 -0.01 0.03
-0.13 0.07 0.10
0.10 -0.05 0.07
0.03 -0.02 -0.05
0.07 0.10 -0.06
-0.09 0.02 0.10
-0.01 0.03 0.00
-0.09 0.08 0.09
-0.02 -0.02 0.01
-0.15 -0.02 -0.14
0.04 0.00 0.01
-0.07 -0.08 -0.12
0.05 -0.10 -0.03
0.01 0.00 0.00
-0.01 0.01 0.02
0.00 -0.09 -0.04
0.10 0.12 0.05
0.01 -0.02 -0.03
-0.34 -0.34 -0.15
0.02 -0.04 -0.03
-0.02 -0.02 -0.05
0.03 0.04 0.01
-0.14 -0.09 -0.01
0.12 0.05 0.05
0.03 -0.02 0.01
0.05 0.03 -0.04

Calculated values
2S+1: 1
Total energy in a.u.: -3332.1906
Gap between HOMO and LUMO in eV: 7.820
F_max in eV/Å: 1.1

Löwdin population analysis, charges in e, atoms 1 to 8: 1.0267 0.4459 0.4894 0.8106 0.0061 -0.2508 -0.1522 -0.4846

(3)
C34H37F5FeN6O4S3 as an isolated structure in a non-equilibrium geometry, computed with ωB97M-V/def2-TZVPD.

Cartesian coordinates (Å):
Fe1 -1.03464 0.54046 0.49609
S1 0.45898 0.90488 3.32062
S2 -2.35016 2.07282 5.28856
S3 -1.56330 2.97684 1.70259
F1 -4.67872 2.84781 -2.14774
F2 -3.92951 3.41658 -0.21801
F3 -3.14205 4.36747 -1.99902
F4 -1.27764 2.69533 -1.27794
F5 -2.72885 1.18839 -0.54967
O1 -3.44152 -1.31619 -5.45557
O2 -1.72186 -1.60926 -1.15509
O3 2.33210 -1.37581 1.26625
O4 0.37879 -0.58819 0.66413
N1 4.34895 -0.66106 -0.59350
N2 -2.18471 -3.86589 2.91819
N3 -2.81208 0.22411 -6.98087
N4 -3.98263 -2.52372 2.40254
N5 -0.89122 -0.04348 -2.58896
N6 -2.26804 -0.53299 1.52463
C1 -3.60504 -0.35858 1.49214
C2 1.71163 -0.52971 0.68172
C3 -2.48916 2.13188 -1.74047
C4 -3.55975 3.19939 -1.50584
C5 5.38976 -3.06492 0.39639
C6 2.21315 -2.99151 -2.49563
C7 -0.05658 3.53883 2.52597
C8 -1.69844 0.13016 -4.80633
C9 -1.79525 -1.69462 1.96956
C10 -1.75862 0.37843 5.01753
C11 0.58814 2.68275 3.61696
C12 -4.43254 -1.36499 1.94706
C13 4.29803 -5.60376 -0.71977
C14 -2.73789 -0.38483 -5.77821
C15 -1.75414 -0.42338 -3.54918
C16 -2.66769 -2.69967 2.42770
C17 -3.41883 2.37538 3.85889
C18 1.69131 1.84769 -0.13097
C19 -0.25377 0.25256 4.84693
C20 3.67604 0.54225 -0.51050
C21 2.75556 -1.81359 -2.01627
C22 0.16290 1.45536 -4.06490
C23 -1.16346 -0.56961 -1.22528
C24 4.30370 -3.07669 -0.64314
C25 4.31118 1.71496 -0.93791
C26 2.35407 0.62693 -0.02918
C27 -2.91844 3.38375 2.83876
C28 -0.73298 1.09598 -5.06130
C29 3.76935 -4.26324 -1.15692
C30 0.05354 0.88118 -2.82463
C31 2.72081 -4.20842 -2.07008
C32 3.78914 -1.85626 -1.08419
C33 3.64822 2.92627 -0.95658
C34 2.30892 2.99635 -0.58866
H1 5.11156 -2.39839 1.21532
H2 2.30711 -5.13122 -2.45688
H3 -0.72377 -1.83117 1.95792
H4 5.37326 -5.68416 -0.88520
H5 0.14641 2.89460 4.58595
H6 -1.22534 -4.12080 2.76513
H7 2.40155 -0.85648 -2.38116
H8 1.41170 -2.96470 -3.22437
H9 -0.26227 4.53681 2.91714
H10 -4.34713 2.78107 4.26648
H11 0.70424 1.13205 -2.00254
H12 -0.65664 1.57368 -6.02890
H13 0.63997 3.67264 1.69709
H14 5.56797 -4.05317 0.80998
H15 0.64202 1.93739 0.15046
H16 -2.31222 1.06153 -7.21181
H17 0.93340 2.19098 -4.24100
H18 5.34187 -0.64673 -0.43622
H19 0.01358 -0.80691 4.82686
H20 -2.84661 -4.60354 3.09028
H21 -2.49391 -1.16403 -3.28599
H22 4.16462 3.81295 -1.30015
H23 -3.53119 -0.08921 -7.61209
H24 -5.50662 -1.22819 1.92971
H25 -2.62499 4.31354 3.32878
H26 1.75814 3.92521 -0.65899
H27 -3.98675 0.57857 1.12267
H28 -3.73608 3.63055 2.16071
H29 6.34293 -2.71412 -0.01340
H30 0.27954 0.68641 5.69405
H31 -2.28376 -0.03375 4.15603
H32 3.81277 -6.40560 -1.27324
H33 4.11832 -5.77491 0.34355
H34 5.33249 1.64911 -1.29246
H35 1.64696 2.94016 3.66013
H36 -2.05482 -0.20780 5.88942
H37 -3.67308 1.42319 3.39580

Forces on the atoms, in the same order (eV/Å):
-0.03 0.73 -1.02
0.14 -0.02 -0.09
-0.03 0.01 -0.01
0.21 -0.15 0.01
-0.08 -0.06 -0.05
0.08 0.03 0.09
0.05 0.06 -0.08
-0.04 0.09 -0.02
-0.09 0.28 0.16
0.02 -0.01 0.02
0.40 0.19 -0.01
0.05 0.02 0.04
0.15 -0.14 0.32
-0.04 0.00 0.06
0.03 0.00 0.02
0.03 0.01 0.01
-0.10 -0.15 0.09
0.09 0.08 -0.36
-0.20 -1.31 -0.53
0.17 0.20 0.24
-0.05 0.15 -0.17
0.21 0.03 -0.16
-0.04 -0.07 0.15
0.00 -0.02 0.00
0.00 -0.01 0.00
-0.02 0.06 0.00
-0.02 0.01 -0.03
-0.04 0.23 0.26
-0.01 -0.07 0.02
-0.05 -0.02 0.11
-0.02 0.16 -0.01
0.00 0.00 -0.01
-0.04 -0.02 -0.04
0.04 0.00 0.11
0.06 0.06 0.01
-0.03 0.01 0.05
0.09 -0.09 0.07
0.02 -0.03 0.04
0.01 0.00 -0.02
0.03 0.02 -0.01
0.02 0.04 -0.05
-0.83 -0.26 0.74
-0.02 0.03 0.06
-0.01 0.00 0.03
0.02 -0.06 0.02
-0.04 0.02 -0.04
0.00 -0.07 0.07
0.00 0.00 0.00
0.04 -0.10 0.07
0.00 0.00 0.01
-0.02 -0.03 -0.02
0.02 -0.02 0.00
-0.07 0.07 -0.02
0.00 0.00 0.00
0.00 0.00 0.00
-0.02 -0.02 -0.05
0.00 0.00 0.00
-0.04 0.00 -0.02
0.00 0.00 -0.01
0.01 0.01 0.00
0.00 0.00 0.00
0.00 0.01 -0.03
-0.01 -0.02 -0.02
0.01 -0.01 -0.01
0.01 -0.01 -0.01
0.00 -0.02 0.02
0.00 0.00 0.00
-0.03 0.03 0.18
-0.02 0.02 0.01
0.01 0.00 0.03
0.02 0.04 -0.10
0.01 0.00 0.01
0.00 0.00 0.00
-0.02 0.00 -0.01
-0.01 0.00 0.00
0.00 0.00 0.00
0.00 0.01 -0.01
0.03 -0.01 -0.01
0.00 0.00 0.01
-0.01 -0.02 -0.08
-0.03 0.01 0.00
0.00 0.00 0.00
-0.02 0.03 -0.01
0.02 0.02 0.01
0.00 0.00 0.00
0.00 0.00 0.00
0.00 0.00 0.00
0.00 0.00 0.02
-0.01 0.01 0.00
0.05 0.01 0.02

Calculated values
2S+1: 2
Total energy in a.u.: -4904.6242
Charge: +1
Gap between HOMO and LUMO (alpha / beta) in eV: 5.504 / 6.129
F_max in eV/Å: 1.4

Löwdin population analysis, charges in e, atoms 1 to 8: 0.6244 0.9223 0.9077 0.9199 0.1374 0.0860 0.1481 -0.1010